Density functional theory data (ωB97M-V/def2-TZVPD) for 12 unconnected molecules or ions with the total composition C42H117N9O12 in a non-equilibrium geometry.

The geometry in XYZ format:
```
180
Properties=species:S:1:pos:R:3:mulliken_charge:R:1
C -0.07665 -0.08077 -7.52771 -0.8600
O 0.06682 -0.05668 -6.11944 -0.2620
C 0.19945 1.27405 -5.64316 -0.6586
C -0.01444 1.26216 -4.13957 1.9706
C -1.42557 0.77197 -3.84393 -1.3210
N 0.16479 2.60164 -3.53381 -0.2237
H 0.85097 0.24768 -8.00782 0.3057
H -0.93319 0.51844 -7.84858 0.3372
H -0.26537 -1.11690 -7.80821 0.2496
H 1.18004 1.62363 -5.98342 0.1402
H -0.56801 1.93881 -6.07025 0.4669
H 0.80969 0.71253 -3.67694 -1.2211
H -1.66933 0.88480 -2.78558 -0.0988
H -1.62464 -0.26125 -4.13522 0.5278
H -2.13114 1.37443 -4.42543 0.3251
H 0.02515 3.38163 -4.16209 0.2227
H -0.44281 2.68364 -2.72971 -0.0976
C -1.16300 -0.30478 0.05701 1.2867
O 0.09324 -0.68632 0.59803 -0.0596
C 0.99355 -1.13809 -0.37882 -1.7326
C 1.83808 -0.05525 -1.03574 2.9223
C 2.73938 -0.55728 -2.13452 -1.4427
N 2.65714 0.65126 -0.04245 -0.2890
H -1.57559 -1.08633 -0.59343 0.0647
H -0.91371 0.63868 -0.43704 -0.4704
H -1.97152 -0.15478 0.77146 -0.8065
H 1.63549 -1.87652 0.11249 0.1954
H 0.48350 -1.65959 -1.20236 0.3576
H 1.12644 0.68893 -1.43621 -0.7970
H 3.13049 0.22114 -2.78765 -0.1311
H 2.26228 -1.31165 -2.76979 0.3156
H 3.61763 -1.03024 -1.68428 0.5391
H 2.06943 0.93561 0.73637 0.1577
H 3.04533 1.50487 -0.43392 -0.0006
C 0.35169 -0.43547 4.24374 -0.8897
O 1.44012 0.06687 5.02589 -0.3814
C 2.07509 -0.96249 5.75455 -0.8739
C 1.24640 -1.51950 6.93237 0.6157
C 0.56583 -0.39893 7.72132 -1.3311
N 2.13959 -2.31262 7.77442 -0.6603
H -0.39536 0.35845 4.14856 0.1660
H -0.13339 -1.30454 4.68149 0.4211
H 0.66450 -0.63763 3.21353 0.2717
H 2.49810 -1.73715 5.11342 0.2848
H 2.87903 -0.45038 6.30136 0.4080
H 0.44570 -2.14495 6.52552 0.0860
H 1.23933 0.31616 8.19327 0.2918
H -0.11593 -0.84664 8.44845 0.4145
H -0.10269 0.19340 7.08415 0.2952
H 1.78198 -2.34922 8.72157 0.2761
H 3.03147 -1.83285 7.85599 0.2858
C 7.19980 3.39021 -1.96103 -0.7790
O 5.94796 3.92555 -2.30715 -0.4002
C 5.18079 4.23072 -1.16811 -0.4392
C 3.72483 4.47865 -1.55966 0.2551
C 2.82129 4.70430 -0.35480 -1.0259
N 3.33252 3.32677 -2.34980 0.0418
H 7.76222 4.11264 -1.35739 0.3157
H 7.76875 3.19400 -2.86971 0.2734
H 7.13959 2.43878 -1.42038 0.3058
H 5.18415 3.35493 -0.49669 -0.1281
H 5.58956 5.06331 -0.57946 0.5216
H 3.73640 5.38174 -2.19403 0.4435
H 2.10339 5.49084 -0.60844 0.5128
H 3.32931 5.16734 0.49784 0.4269
H 2.27487 3.81331 -0.05021 -0.1173
H 2.41866 3.27350 -2.78093 -0.0358
H 4.08035 3.07498 -2.97507 -0.0395
C -4.28059 -5.33377 3.36534 -0.9418
O -4.32034 -4.52820 2.19557 -0.0174
C -5.28336 -3.50179 2.28220 -1.0451
C -4.77016 -2.20394 2.91005 0.4737
C -5.90482 -1.19435 2.71886 -1.3643
N -3.51316 -1.81946 2.19598 -0.1682
H -5.28421 -5.63643 3.66243 0.3886
H -3.82105 -4.75086 4.17740 0.2995
H -3.59696 -6.17109 3.23918 0.2578
H -5.59675 -3.31252 1.24928 0.1569
H -6.23692 -3.80289 2.74523 0.4999
H -4.53960 -2.25139 3.97443 0.2592
H -5.68792 -0.25245 3.21646 0.2238
H -6.78074 -1.64356 3.19877 0.5261
H -6.17772 -1.01684 1.67808 0.2074
H -3.77944 -1.40612 1.30273 0.0088
H -3.14572 -2.73813 1.95150 0.2269
C -3.90263 1.89383 2.86021 -0.6296
O -5.15753 2.49639 2.61240 -0.3696
C -4.98572 3.79141 2.07507 -0.1855
C -6.32581 4.42476 1.77920 0.4625
C -7.09070 3.67962 0.68136 -1.5645
N -6.11799 5.80472 1.32314 -0.7024
H -3.43259 1.44255 1.98155 0.0632
H -4.05890 1.10690 3.59578 0.3911
H -3.18724 2.60964 3.28152 0.4011
H -4.51391 4.42329 2.84393 0.3749
H -4.36134 3.81509 1.17546 -0.1071
H -6.99980 4.40162 2.64436 0.2793
H -7.19765 2.63096 0.95443 0.3065
H -6.59380 3.77823 -0.28814 0.3798
H -8.08084 4.11791 0.53106 0.4609
H -6.95126 6.10576 0.83179 0.2445
H -5.99514 6.48237 2.06627 0.2359
C 6.17417 3.59831 2.50012 -0.4471
O 5.69651 2.45993 3.15077 -0.4861
C 4.48824 1.99245 2.58222 -0.3387
C 3.27491 2.81214 3.04669 0.8243
C 3.36335 3.14332 4.53662 -1.5860
N 2.05704 2.02558 2.80819 0.4571
H 5.40727 4.11811 1.92361 0.0376
H 7.05338 3.44577 1.85159 0.2845
H 6.63769 4.33570 3.17133 0.3181
H 4.52070 1.99382 1.48944 0.0907
H 4.31361 0.96602 2.90966 0.4064
H 3.22959 3.68825 2.39714 -0.2163
H 2.45440 3.62329 4.90093 0.4143
H 4.19216 3.82500 4.74585 0.3928
H 3.51845 2.21825 5.09295 0.2144
H 1.79913 1.33888 3.51366 -0.0220
H 1.24848 2.63915 2.83470 -0.1380
C -2.93383 -5.89028 -0.24921 -0.4020
O -3.60584 -5.88116 -1.50918 -0.4048
C -4.64839 -4.93774 -1.57524 -0.0907
C -4.61971 -4.22031 -2.91503 0.3217
C -3.25661 -3.60168 -3.20437 -1.4289
N -5.58484 -3.09228 -2.85168 -0.6698
H -2.50766 -4.90949 -0.02887 0.1323
H -2.13093 -6.61566 -0.37097 0.3201
H -3.63905 -6.21108 0.51534 0.1754
H -5.62279 -5.43235 -1.46206 0.3345
H -4.56166 -4.17855 -0.78907 -0.2654
H -4.89796 -4.86058 -3.75768 0.3951
H -3.19801 -3.12539 -4.18464 0.4156
H -2.43795 -4.30630 -3.07714 0.4839
H -3.09474 -2.78431 -2.49052 0.1238
H -6.53214 -3.42209 -2.66676 0.2185
H -5.68195 -2.71593 -3.79220 0.2525
C 3.06076 -5.03871 -3.25080 -0.2768
O 4.16313 -5.66841 -2.66919 -0.3585
C 4.46972 -5.19465 -1.36075 -0.2753
C 4.94352 -6.35609 -0.49310 0.3285
C 4.72652 -6.06889 1.00030 -1.4114
N 6.34704 -6.74750 -0.66628 -0.7223
H 2.79750 -4.03576 -2.88998 -0.1078
H 2.12206 -5.58965 -3.07582 0.2871
H 3.16037 -4.94947 -4.33346 0.2911
H 5.32473 -4.51123 -1.43767 0.1270
H 3.60879 -4.72163 -0.88851 0.2673
H 4.36924 -7.26404 -0.69845 0.3140
H 3.76475 -5.63389 1.26951 0.3744
H 5.50038 -5.36290 1.32956 0.3125
H 4.93227 -6.96386 1.58490 0.3391
H 6.44672 -7.32556 -1.49380 0.2971
H 6.91658 -5.92817 -0.86162 0.2547
C 3.89357 1.68834 -5.27699 -0.4826
C 4.42623 0.39211 -5.85352 -0.3760
O 5.11270 0.70364 -7.05960 -0.5342
H 4.71821 2.28636 -4.89020 0.3057
H 3.17354 1.50780 -4.47975 -0.2736
H 3.37517 2.20399 -6.08570 0.3835
H 3.58575 -0.28612 -6.05834 0.2645
H 5.05151 -0.13959 -5.12706 0.3496
H 5.52104 -0.10246 -7.38739 0.3045
C -4.29219 1.30526 -0.82833 0.5199
C -4.71027 0.15500 -1.73692 -0.3527
O -4.96499 -0.99849 -0.96847 -0.2384
H -4.76549 2.24357 -1.13643 0.3786
H -3.21889 1.46345 -0.90900 -0.6437
H -4.73693 1.13598 0.15330 -0.1813
H -3.93470 -0.01444 -2.50000 0.0293
H -5.57468 0.43761 -2.35531 0.4686
H -5.37525 -1.68041 -1.53611 0.1918
C -0.66393 4.41231 1.30711 -1.3933
C -1.30451 3.49628 0.27716 2.0185
O -1.43224 4.19792 -0.98206 -0.5941
H -1.35355 5.24648 1.48247 0.4299
H 0.17539 4.93812 0.84856 0.2849
H -0.37561 3.89974 2.22034 0.1662
H -2.27685 3.12765 0.60222 -0.5347
H -0.62944 2.68258 0.00597 -0.7526
H -2.30017 4.61408 -0.95273 0.3461
```

Structure (SMILES)   COC[C@H](C)N.COC[C@H](C)N.COC[C@H](C)N.COC[C@H](C)N.COC[C@H](C)N.COC[C@H](C)N.COC[C@H](C)N.COC[C@H](C)N.COC[C@H](C)N.CCO.CCO.CCO
Total energy   -83426.3648 eV
Relative energy (zero: lowest compared OMol25 entry of this formula, charge and spin)   169.94 kJ/mol